# C62H133O34P3S11

A 14-piece molecular cluster, C62H133O34P3S11 overall (wB97M-V/def2-TZVPD, the OMol25 dataset).

The geometry in XYZ format:
```
243
Properties=species:S:1:pos:R:3:forces:R:3
C 0.4742 -2.8857 5.7564 -1.1 -1.7 0.0
C 0.3630 -1.4477 5.3364 1.7 1.2 -0.8
C 1.7865 -1.0550 4.7178 -0.7 0.1 0.1
S 2.4841 -2.5289 3.8889 -1.2 1.3 1.2
O 3.9253 -2.5088 4.0508 -0.8 -0.7 -0.2
O 1.8930 -2.5432 2.5566 0.6 -0.4 0.6
C 1.5904 -3.7074 5.0530 1.5 0.6 0.3
H -0.5137 -3.3224 5.6101 0.1 -0.4 -0.4
H 0.5048 -2.8858 6.8459 0.9 -0.4 0.0
H 0.1454 -0.8940 6.2497 0.3 0.4 -0.2
H -0.4988 -1.2762 4.6913 0.4 0.0 -0.5
H 2.4897 -0.6579 5.4499 0.0 -0.6 0.4
H 1.8549 -0.2848 3.9495 -0.7 0.0 -0.2
H 2.3750 -3.9585 5.7667 0.2 0.4 0.2
H 1.4659 -4.6910 4.6001 -1.0 0.4 -0.5
C -2.7632 1.5402 4.9334 0.7 1.0 -0.5
C -2.1726 1.9498 3.5189 0.2 -0.7 0.5
C -0.6810 2.1209 3.6546 0.7 2.0 0.4
S -0.5795 3.1792 5.1627 1.3 -0.8 0.8
O -0.9501 4.5816 4.9344 0.4 -1.4 -0.4
O 0.6777 2.8861 5.8863 -1.5 0.6 -0.9
C -1.9685 2.3482 5.9989 0.8 0.0 -0.4
H -2.6072 0.4768 5.1151 -0.2 0.1 -0.1
H -3.8235 1.7865 4.9891 0.1 -0.3 -0.1
H -2.5897 2.9097 3.2144 -0.2 -0.2 -0.2
H -2.2629 1.2048 2.7283 -0.8 0.0 0.1
H -0.2204 2.7128 2.8636 -0.3 0.1 -0.2
H -0.0266 1.2499 3.6891 -0.4 -0.2 0.7
H -2.4477 3.1670 6.5356 -0.4 -0.3 -0.1
H -1.4337 1.6938 6.6872 -0.3 0.1 0.2
C -2.1422 4.3372 0.5271 2.1 -0.5 -0.6
C -3.4058 5.0270 0.2262 -0.9 1.7 -0.9
C -3.0305 6.3407 -0.6191 -0.5 -0.5 0.4
S -1.5874 5.9668 -1.6825 -1.7 -2.2 0.5
O -0.5394 6.9381 -1.5861 0.2 0.6 0.0
O -2.1360 5.5809 -2.9834 0.6 0.4 0.9
C -1.1847 4.4728 -0.7110 0.0 -0.3 1.0
H -2.2448 3.2648 0.6929 -0.3 0.0 0.1
H -1.7054 4.7409 1.4405 0.3 0.2 -0.1
H -3.8548 5.3097 1.1783 -0.4 0.2 -0.2
H -4.0961 4.3543 -0.2828 -0.1 0.3 -0.2
H -2.8001 7.1607 0.0611 0.3 0.0 0.0
H -3.7853 6.7032 -1.3169 -0.2 -0.2 0.1
H -0.1579 4.5483 -0.3529 0.2 -0.1 -0.5
H -1.3555 3.5671 -1.2928 0.4 0.3 -0.5
C 6.4001 3.6487 -0.3212 0.2 0.9 0.0
C 5.3856 2.6136 -0.7585 0.7 -0.9 -0.8
C 4.7162 3.1134 -2.0471 0.2 0.4 -0.1
S 5.9430 4.0701 -3.0131 3.4 -2.9 0.9
O 5.5750 5.3994 -3.3730 -0.9 0.9 -0.1
O 6.5588 3.1931 -4.0244 -1.1 1.1 1.0
C 7.1755 4.1197 -1.5795 -0.7 -0.3 -0.5
H 7.1114 3.3119 0.4329 -0.2 -0.3 0.0
H 5.8250 4.4470 0.1479 0.2 0.5 -0.1
H 4.6639 2.2559 -0.0241 -0.3 0.8 0.2
H 5.9262 1.6834 -0.9339 0.2 -0.1 -0.6
H 3.9779 3.8872 -1.8371 -0.5 -0.4 0.1
H 4.3883 2.2753 -2.6620 -0.3 0.5 -0.2
H 7.7031 5.0725 -1.5370 -0.6 0.2 0.1
H 7.9473 3.4157 -1.8908 -0.2 -0.4 0.1
C 2.1673 0.5763 -2.2480 0.6 0.1 1.8
C 1.7172 -0.8435 -1.7705 0.1 0.6 -2.8
C 1.2461 -0.7765 -0.3579 -0.1 0.8 -0.4
S 0.2949 0.8244 -0.2967 1.8 0.0 -0.8
O 0.5583 1.4617 0.9763 -0.3 0.0 -0.1
O -1.0747 0.6232 -0.7183 -0.1 -0.2 0.0
C 1.2712 1.6867 -1.6718 -0.2 -0.8 0.5
H 2.4654 0.6978 -3.2894 -0.5 -0.2 -0.1
H 3.0955 0.7049 -1.6912 0.4 0.1 -0.1
H 2.5920 -1.4643 -1.9640 -0.2 -0.4 0.5
H 0.9568 -1.1651 -2.4821 -0.3 -0.3 0.2
H 2.1614 -0.6991 0.2289 -0.5 0.2 0.7
H 0.5977 -1.6034 -0.0681 0.1 0.2 0.2
H 1.8861 2.4375 -1.1753 -0.3 0.1 0.1
H 0.6267 2.1829 -2.3974 -0.3 -0.2 0.3
C 2.1191 -7.2421 0.0058 -0.3 1.2 1.3
C 3.0815 -6.6929 1.1745 -0.6 -0.6 -0.8
C 3.5040 -5.2368 0.8356 0.7 -1.5 -0.5
S 3.7056 -5.2303 -1.0252 -2.0 1.0 -1.0
O 5.0938 -5.5041 -1.3798 -1.3 0.4 0.5
O 2.9725 -4.0854 -1.6533 1.6 -1.8 1.4
C 2.6963 -6.7778 -1.3349 1.5 -0.7 0.5
H 1.1213 -6.8396 0.1800 -0.1 0.5 -0.2
H 1.8919 -8.3063 0.0681 0.7 -0.1 -0.1
H 3.8681 -7.4302 1.3348 0.8 0.4 -0.8
H 2.7070 -6.7017 2.1981 -1.0 0.2 -0.2
H 4.5003 -5.0794 1.2486 -0.1 0.4 -0.1
H 2.7822 -4.5199 1.2270 0.1 0.2 -0.5
H 3.4984 -7.4542 -1.6302 0.3 -0.2 0.2
H 2.0693 -6.8279 -2.2250 -0.4 1.0 0.4
C -3.8388 1.0902 -2.9972 0.5 -0.4 0.4
C -4.2598 2.4162 -2.3643 -0.7 0.9 0.4
C -5.5227 2.7925 -3.1234 -0.7 -0.1 -1.6
S -6.4369 1.2832 -3.5465 1.3 -2.1 0.3
O -6.5694 1.0756 -4.9889 -0.2 0.9 1.2
O -7.5284 0.9932 -2.6462 -0.5 0.6 -0.3
C -5.0656 0.2076 -3.0061 -0.8 -0.4 -0.6
H -3.0126 0.5846 -2.4974 0.0 0.2 0.2
H -3.5136 1.2437 -4.0261 0.0 0.2 -0.1
H -3.6366 3.2967 -2.5203 0.7 -0.4 -0.2
H -4.4281 2.4258 -1.2874 -0.1 -0.8 0.1
H -5.1417 3.0108 -4.1210 -0.3 0.6 -0.2
H -6.2249 3.5602 -2.7984 0.3 0.0 0.3
H -5.0682 -0.6197 -3.7158 0.3 0.1 -0.2
H -5.3582 -0.2493 -2.0607 0.2 0.5 0.3
C 1.7822 7.5188 -4.3291 0.2 -1.2 1.9
C 0.9172 6.9734 -5.4904 1.1 2.4 0.2
C 0.8623 5.5094 -5.4030 -0.1 -2.0 -1.2
S 1.9388 4.8781 -4.1051 -0.4 -0.6 0.4
O 2.8754 3.8436 -4.6154 -1.8 1.2 1.2
O 1.0463 4.6400 -2.9368 1.6 -0.3 -1.4
C 2.8136 6.3970 -3.8949 -0.3 0.8 -1.2
H 1.0354 7.6413 -3.5447 0.4 0.2 0.5
H 2.3486 8.4456 -4.4210 -0.4 0.0 -0.6
H 1.3686 7.2872 -6.4316 -0.2 0.0 -0.1
H -0.0676 7.4278 -5.3811 0.0 0.0 -0.3
H 1.2584 5.1018 -6.3331 -0.1 -0.4 0.1
H -0.1616 5.1515 -5.2956 0.2 -0.3 0.4
H 3.5810 6.3719 -4.6686 0.1 -0.2 -0.1
H 3.3896 6.3982 -2.9695 -0.6 0.3 0.2
C -0.6403 1.1243 -5.5613 0.8 -0.9 -1.2
C -1.4074 1.9538 -6.5470 -2.0 0.7 -0.4
C -0.7885 1.8079 -7.9469 0.6 -0.7 0.5
S 0.9626 1.9717 -7.5704 2.0 -0.1 -1.7
O 1.3155 3.3660 -7.8371 -0.3 -0.9 0.8
O 1.7672 0.9722 -8.3391 -1.8 1.5 2.3
C 0.7856 1.6213 -5.7355 0.2 -1.1 0.7
H -0.7461 0.1068 -5.9375 0.2 -0.4 0.1
H -0.9893 1.0690 -4.5302 0.0 0.6 0.0
H -1.4315 3.0143 -6.2962 0.2 0.1 0.2
H -2.4413 1.6172 -6.4700 -0.2 0.1 -0.6
H -0.9448 2.5475 -8.7321 -0.4 0.3 0.5
H -0.9092 0.8304 -8.4138 -0.1 -0.2 0.3
H 0.8604 2.4135 -4.9905 0.6 0.7 -1.0
H 1.5113 0.8639 -5.4392 0.2 0.1 -0.4
C -5.3727 -2.2739 0.3769 -1.1 -0.3 0.7
C -3.9955 -2.5107 0.9750 -0.4 1.1 -0.3
C -3.3852 -1.1034 1.1910 -0.6 0.3 -0.1
S -4.7984 -0.0233 1.7609 0.5 0.2 -0.3
O -4.8270 1.2621 1.0337 0.4 -1.4 1.1
O -4.7840 -0.0461 3.2253 -0.5 0.1 -1.2
C -6.1013 -1.0657 1.0116 0.2 0.5 -0.8
H -6.0079 -3.1487 0.5163 0.1 -0.2 -0.2
H -5.2559 -2.1139 -0.6950 -0.2 0.1 0.1
H -3.4938 -3.1044 0.2109 0.5 0.0 0.5
H -4.1121 -3.0413 1.9200 0.4 0.0 0.0
H -3.1014 -0.5105 0.3215 0.2 -0.6 -0.6
H -2.5171 -1.1143 1.8502 -0.4 0.3 0.4
H -6.5447 -0.5571 0.1556 0.3 0.8 0.2
H -6.9474 -1.1369 1.6951 0.4 -0.8 0.4
C 1.4778 7.9543 1.5728 -1.6 -1.4 -0.6
C 0.3958 6.8815 1.9187 -0.1 -0.7 0.8
C 1.1027 5.5775 2.3038 0.6 0.0 -0.2
S 2.5805 5.5308 1.1924 -0.5 -0.1 -0.7
O 2.4694 4.4674 0.1856 -0.1 1.1 0.8
O 3.7891 5.5913 1.9732 0.2 -0.1 0.3
C 2.2794 7.2084 0.4832 0.0 -0.2 -0.1
H 1.9920 8.2168 2.4974 0.4 0.1 -0.4
H 0.9186 8.7973 1.1667 0.5 0.2 0.0
H -0.2720 6.6572 1.0869 0.2 0.4 -0.3
H -0.2579 7.0833 2.7673 0.1 0.6 0.0
H 0.4756 4.6881 2.2427 0.2 0.0 -0.6
H 1.4399 5.5780 3.3404 0.4 0.3 -0.1
H 1.7001 7.0094 -0.4184 -0.7 0.0 0.2
H 3.1571 7.6956 0.0583 0.5 -0.3 0.7
C 5.3594 -0.9714 1.0517 -0.1 -1.1 -0.4
C 6.2382 -0.7354 2.2685 -0.8 -1.3 -0.7
O 6.6447 0.5806 2.1480 0.8 3.5 2.1
P 6.7782 1.3841 3.5757 1.4 1.1 -1.3
O 7.6102 0.7411 4.5984 -0.9 0.0 -0.2
O 7.4201 2.7947 3.0203 -1.2 -2.7 -0.3
C 7.7453 3.8282 3.9020 1.1 2.0 0.0
C 7.4336 5.1158 3.1327 -0.5 -0.3 0.7
O 5.2894 1.7673 4.0126 3.1 -2.6 1.4
C 4.5663 2.7285 3.3667 -0.9 0.6 -1.0
C 3.1697 2.2121 3.4087 -1.4 1.3 -0.6
H 5.9775 -1.1081 0.1643 0.1 -0.1 0.0
H 4.7563 -1.8678 1.1963 0.0 -0.2 -0.1
H 4.6632 -0.1800 0.7738 0.1 0.4 0.6
H 5.7150 -0.9526 3.1997 -0.1 0.1 0.1
H 7.1375 -1.3507 2.2419 -0.1 -0.3 0.0
H 7.2594 3.7728 4.8761 -0.2 -0.1 -0.1
H 8.8219 3.8863 4.0615 0.1 -0.7 0.3
H 7.9947 5.0860 2.1987 -0.4 0.0 -0.2
H 6.3494 5.1242 3.0206 0.1 0.4 -0.7
H 7.7331 6.0219 3.6595 0.0 -0.1 0.2
H 4.8128 3.6705 3.8565 -0.7 0.3 -0.2
H 4.8216 2.7626 2.3075 0.3 0.5 -0.1
H 2.5502 2.9941 2.9696 -0.4 0.1 0.0
H 3.0710 1.3852 2.7055 0.1 -0.3 0.3
H 2.7465 2.0059 4.3918 0.3 -0.1 0.1
C -0.0750 -7.9456 5.1255 -1.2 0.4 1.0
C -1.4615 -8.1157 4.5178 0.8 -0.6 -0.1
O -1.2077 -8.4031 3.1189 -1.1 0.7 -1.1
P -1.8865 -7.4842 2.0023 -0.3 0.5 -1.0
O -1.7893 -8.0204 0.5956 0.1 1.0 2.7
O -1.2054 -6.0040 2.2696 -0.1 -5.8 1.9
C -1.4004 -5.0430 1.3687 -1.9 3.4 -1.2
C -0.6928 -3.8543 1.9581 0.5 0.8 -2.2
O -3.4231 -7.1737 2.5120 1.0 -1.5 -0.8
C -4.3310 -8.3112 2.2701 -0.7 -0.7 -0.3
C -4.2587 -9.4115 3.3340 0.1 0.5 -0.3
H 0.4879 -7.1463 4.6436 0.0 -0.2 -0.1
H -0.2808 -7.6572 6.1563 0.4 0.2 0.3
H 0.4518 -8.8986 5.1753 0.1 0.2 -0.4
H -1.9660 -8.9793 4.9512 0.2 -0.2 -0.1
H -2.1884 -7.3143 4.6499 0.5 0.4 -0.2
H -1.1042 -5.2572 0.3418 0.7 -0.2 0.0
H -2.4649 -4.8322 1.2664 -0.4 0.0 0.1
H 0.3501 -4.0693 1.7256 0.2 0.4 1.0
H -0.9204 -2.9991 1.3217 0.0 0.3 -0.2
H -0.9277 -3.5055 2.9637 0.1 -0.8 0.1
H -5.3455 -7.9237 2.1776 0.2 0.4 0.4
H -4.1785 -8.7935 1.3046 0.6 0.4 -0.2
H -4.5371 -8.9604 4.2864 0.4 -0.4 0.3
H -4.9288 -10.2467 3.1299 -0.4 0.3 -0.2
H -3.2806 -9.8910 3.2951 0.2 0.3 0.5
C -8.0520 -3.1722 -2.9202 -0.5 -0.9 -0.5
C -7.0491 -4.3155 -2.8208 -1.3 -0.7 0.4
O -5.8198 -3.6896 -2.5360 3.5 -0.4 0.1
P -4.3860 -4.5021 -2.7001 -1.2 1.0 2.7
O -4.1808 -5.0356 -4.0265 0.5 -0.5 -0.8
O -4.4785 -5.5987 -1.4742 0.2 1.5 -1.4
C -3.7843 -6.8344 -1.7018 0.3 -0.6 0.1
C -4.7418 -7.8502 -2.2617 -0.4 -0.6 0.1
O -3.2768 -3.4296 -2.1289 -2.0 -0.6 -0.5
C -1.8543 -3.6171 -2.2464 0.3 -0.2 -1.3
C -1.3702 -3.2698 -3.6754 0.0 -0.2 1.5
H -8.1023 -2.5432 -2.0314 0.5 0.2 -0.3
H -7.8253 -2.6855 -3.8688 0.1 0.7 0.4
H -9.0747 -3.5194 -3.0674 0.0 -0.4 0.1
H -7.2586 -5.0845 -2.0773 -0.2 0.4 0.8
H -7.0864 -4.9575 -3.7008 0.6 0.6 -0.7
H -2.9253 -6.7376 -2.3657 -0.2 0.4 -0.4
H -3.3020 -7.1286 -0.7697 -0.5 -0.1 0.2
H -5.5118 -8.1622 -1.5561 0.1 0.1 0.4
H -5.3131 -7.4816 -3.1137 0.4 0.2 -0.2
H -4.2114 -8.7586 -2.5473 0.1 0.0 -0.1
H -1.3928 -2.9516 -1.5168 -0.2 -0.2 0.2
H -1.6036 -4.6664 -2.0910 0.0 0.0 0.6
H -2.0221 -2.4524 -3.9835 0.1 -0.3 -0.7
H -0.3379 -2.9243 -3.6208 0.0 0.1 0.0
H -1.3660 -4.2066 -4.2327 -0.5 0.6 -0.6
```
Positions in Å, forces in eV/Å.

Properties
Total energy   -283120.3758 eV
Largest force on an atom   0.1193 Eh/bohr
Frontier orbital gap   0.3475 Eh
Net charge   0

# C3H6ClN

A 2-piece molecular cluster, C3H6ClN overall (wB97M-V/def2-TZVPD, the OMol25 dataset).

The geometry in XYZ format:
```
11
Properties=species:S:1:pos:R:3:forces:R:3
C -0.5012 0.2567 -0.2811 1.9 -2.0 -0.5
C -1.4400 1.2968 -0.1005 -0.7 1.0 0.4
C 1.2475 -1.4260 -0.3240 1.3 -1.0 0.3
N 0.1517 -0.6342 -0.6686 -2.0 2.3 0.6
Cl 1.0054 0.6386 2.1339 -0.5 0.0 -0.6
H -2.1962 0.9700 0.6133 0.0 0.0 0.0
H -0.9053 2.1379 0.3458 0.0 0.0 0.0
H -1.9096 1.5999 -1.0375 0.1 -0.2 -0.1
H 1.6307 -1.0117 0.6295 -0.1 0.0 -0.2
H 1.9947 -1.3711 -1.1130 0.0 -0.1 0.0
H 0.9222 -2.4570 -0.1977 0.0 0.0 0.0
```
Positions in Å, forces in eV/Å.

Properties
ΔE to the lowest compared entry with this formula, charge and spin   81.0 kJ/mol
Total energy   -17219.2524 eV
Largest force on an atom   0.0615 Eh/bohr
Frontier orbital gap   0.3068 Eh
Net charge   0

# C15H31BrP2Pt

C15H31BrP2Pt as an isolated structure (wB97M-V/def2-TZVPD, the OMol25 dataset).

The geometry in XYZ format:
```
50
Properties=species:S:1:pos:R:3:forces:R:3
P 0.3072 -2.1311 1.5862 1.0 -1.9 -0.3
P -0.2020 2.1525 1.8844 0.5 -1.1 -1.2
C -0.0503 -0.5932 0.3827 -0.6 0.9 -0.2
C 0.4072 0.8586 0.5727 0.5 -0.1 -0.9
H -1.0549 -0.6560 -0.0528 0.6 -0.2 0.2
H 0.7151 -1.0175 -0.2571 0.0 -0.1 -0.5
H 1.4772 0.9329 0.3258 -0.5 0.5 0.5
H -0.1972 1.3945 -0.1446 0.0 0.1 -0.8
C -1.8928 2.6579 1.5485 0.3 1.1 -0.7
H -2.1759 3.1992 2.4626 -0.2 0.1 -0.3
H -2.5770 1.8099 1.4150 0.4 0.1 0.1
H -1.9515 3.3365 0.6775 -0.2 -0.2 0.5
C 1.1701 3.2388 2.1357 -0.1 1.5 -0.4
H 1.1757 4.0188 1.3497 0.3 -0.2 0.5
H 2.1295 2.7039 2.1447 -0.4 0.0 0.0
H 0.9875 3.6978 3.1224 0.3 0.1 -0.4
C -0.9833 -3.3699 1.6051 -0.2 -0.6 -0.1
H -0.7905 -3.9342 2.5342 -0.2 0.0 -0.3
H -0.9921 -4.0638 0.7580 0.0 0.1 0.1
H -1.9696 -2.8835 1.6931 0.5 -0.1 0.0
C 2.0714 -2.5430 1.5425 0.0 -0.6 -0.3
H 2.6697 -1.6280 1.6986 -0.4 -0.4 0.0
H 2.4138 -3.0554 0.6298 -0.1 0.1 0.3
H 2.2182 -3.2141 2.4092 0.2 0.3 -0.4
Pt -0.1247 -0.1711 2.4605 -0.7 0.7 2.0
C 0.4574 1.5709 -2.1824 -0.1 0.4 -0.5
C -0.8828 1.6471 -2.0619 0.8 0.2 -1.1
C -1.7829 0.9236 -3.0077 -0.9 -0.1 -0.2
C -1.3884 -0.5387 -3.3212 -0.2 -0.2 -0.7
C -0.6497 -1.3150 -2.2604 0.4 -0.2 -0.5
C 0.6967 -1.4370 -2.2254 -1.0 -0.3 -0.9
C 1.5789 -0.6106 -3.0988 0.8 -0.1 -0.4
C 1.1685 0.8624 -3.3086 0.5 0.5 -0.8
C -0.0524 -1.2402 4.2090 0.3 -0.4 2.0
H 1.1389 2.1466 -1.5501 -0.4 0.0 0.0
H -1.3790 2.3603 -1.4081 0.2 0.0 0.2
H -1.8506 1.4579 -3.9791 0.1 -0.1 0.5
H -2.8090 0.9426 -2.6087 0.3 0.0 -0.1
H -2.3235 -1.0948 -3.5379 0.5 0.3 0.1
H -0.8133 -0.5511 -4.2704 -0.3 -0.2 0.6
H -1.3067 -1.8599 -1.5832 0.3 -0.3 -0.2
H 1.2025 -2.2594 -1.7063 -0.3 0.3 0.3
H 1.6631 -1.0754 -4.1059 0.0 0.1 0.5
H 2.6036 -0.6326 -2.6932 -0.3 -0.1 -0.1
H 2.1073 1.4357 -3.4977 -0.6 -0.4 0.1
H 0.6002 0.9454 -4.2602 0.2 0.1 0.7
H 0.6546 -0.6496 4.8266 -0.3 -0.5 0.2
H 0.3076 -2.2835 4.1681 -0.1 0.5 -0.1
H -1.0362 -1.2102 4.6968 0.1 0.0 -0.1
Br -0.6854 1.7248 4.2823 -0.8 0.3 3.2
```
Positions in Å, forces in eV/Å.

Properties
ΔE to the lowest compared entry with this formula, charge and spin   409.8 kJ/mol
Total energy   -107898.1433 eV
Largest force on an atom   0.0647 Eh/bohr
Frontier orbital gap (spin up / spin down)   0.2217 / 0.1274 Eh
Net charge   +2
2S+1   5